The following is a DFT calculation (ωB97M-V/def2-TZVPD) of a cluster of 2 separate species, C3H12N2O in total at a distorted geometry.

Max |F|: 4.33 eV/Å
Orbital gap: 9.6 eV
HOMO: -8.63 eV
SMILES: NCCCN.O
Lowest unoccupied orbital energy: 0.99 eV
Energy above the lowest of the compared OMol25 structures with the same formula, charge and spin: 78.0 kJ/mol

```
! wB97M-V def2-TZVPD RIJCOSX def2/J DEFGRID3
* xyz 0 1
N -1.043 -2.170 -0.269
C 0.219 -1.405 -0.190
C -0.149 -0.023 -0.783
C 0.882 1.153 -0.496
N 0.162 2.371 -0.736
H -1.197 -2.421 -1.237
H -1.012 -3.011 0.296
H 0.543 -1.279 0.838
H 1.079 -1.862 -0.681
H -1.102 0.324 -0.384
H -0.221 -0.268 -1.855
H 1.342 0.909 0.458
H 1.652 0.913 -1.283
H 0.088 2.685 -1.687
H 0.317 3.084 -0.047
O -0.224 0.448 2.898
H -0.360 -0.440 2.528
H -0.976 0.992 2.630
*
```

These are the Mulliken partial charges, in e, on atoms 1 to 2: number 1, N, carries -0.540; number 2, C, carries -0.648



The following is a DFT calculation (ωB97M-V/def2-TZVPD) of a cluster of 3 separate species, C3H12N2O in total at a distorted geometry.

Max |F|: 1.61 eV/Å
Orbital gap: 10.5 eV
HOMO: -9.67 eV
SMILES: C=C.NCO.N
Lowest unoccupied orbital energy: 0.86 eV
Energy above the lowest of the compared OMol25 structures with the same formula, charge and spin: 158.9 kJ/mol

```
! wB97M-V def2-TZVPD RIJCOSX def2/J DEFGRID3
* xyz 0 1
C 0.865 -3.266 3.547
C 0.160 -4.199 4.168
H 1.733 -3.590 2.967
H 0.636 -2.226 3.359
H 0.405 -5.257 4.132
H -0.533 -3.969 4.975
N -0.353 0.218 -2.743
C -0.388 0.233 -1.311
O -1.392 1.081 -0.781
H 0.595 0.286 -3.087
H -0.694 -0.650 -3.146
H 0.557 0.553 -0.883
H -0.551 -0.729 -0.810
H -2.124 1.185 -1.392
N 0.403 5.037 -2.072
H 0.249 4.224 -2.652
H -0.447 5.345 -1.632
H 0.879 5.721 -2.638
*
```

These are the Mulliken partial charges, in e, on atoms 1 to 2: number 1, C, carries -0.463; number 2, C, carries -0.431



The following is a DFT calculation (ωB97M-V/def2-TZVPD) of a cluster of 3 separate species, C3H12N2O in total at a distorted geometry.

Max |F|: 2.68 eV/Å
Orbital gap: 10.4 eV
HOMO: -9.52 eV
SMILES: C=C.NCO.N
Lowest unoccupied orbital energy: 0.87 eV
Energy above the lowest of the compared OMol25 structures with the same formula, charge and spin: 253.6 kJ/mol

```
! wB97M-V def2-TZVPD RIJCOSX def2/J DEFGRID3
* xyz 0 1
C -0.598 -1.798 0.624
C -1.229 -1.343 1.734
H -0.516 -1.054 -0.117
H -0.295 -2.840 0.523
H -1.125 -0.192 1.764
H -1.969 -2.023 2.256
N -2.242 1.053 -0.417
C -1.407 1.583 -1.413
O -0.055 1.598 -0.905
H -2.500 0.063 -0.578
H -3.044 1.730 -0.314
H -1.549 2.652 -1.692
H -1.509 1.034 -2.377
H -0.232 1.431 0.096
N 4.847 -1.219 0.570
H 4.907 -1.765 -0.269
H 3.865 -0.796 0.668
H 5.585 -0.516 0.537
*
```

These are the Mulliken partial charges, in e, on atoms 1 to 2: number 1, C, carries -0.484; number 2, C, carries -0.407



The following is a DFT calculation (ωB97M-V/def2-TZVPD) of a cluster of 2 separate species, C3H12N2O2 in total at a distorted geometry.

Max |F|: 2.49 eV/Å
Orbital gap: 10.1 eV
HOMO: -9.17 eV
SMILES: NCCO.NCO
Lowest unoccupied orbital energy: 0.98 eV
Energy above the lowest of the compared OMol25 structures with the same formula, charge and spin: 180.2 kJ/mol

```
! wB97M-V def2-TZVPD RIJCOSX def2/J DEFGRID3
* xyz 0 1
N -1.087 -0.089 -0.993
C -1.374 -1.255 -0.127
C -1.107 -1.047 1.359
O 0.259 -0.839 1.663
H -0.153 0.016 -1.396
H -1.838 0.552 -1.196
H -0.756 -2.066 -0.485
H -2.425 -1.517 -0.248
H -1.722 -0.217 1.739
H -1.383 -1.959 1.881
H 0.415 0.119 1.472
N 1.658 0.394 -1.124
C 1.532 1.532 -0.210
O 0.264 1.635 0.385
H 2.458 0.469 -1.734
H 1.710 -0.483 -0.608
H 2.282 1.454 0.586
H 1.718 2.442 -0.798
H -0.450 0.859 -0.167
*
```

These are the Mulliken partial charges, in e, on atoms 1 to 2: number 1, N, carries -0.566; number 2, C, carries -0.414



The following is a DFT calculation (ωB97M-V/def2-TZVPD) of a cluster of 3 separate species, C3H12N2O2 in total at a distorted geometry.

Max |F|: 1.44 eV/Å
Orbital gap: 9.9 eV
HOMO: -9.31 eV
SMILES: [H]/N=C/NCC.O.O
Lowest unoccupied orbital energy: 0.55 eV
Energy above the lowest of the compared OMol25 structures with the same formula, charge and spin: 149.7 kJ/mol

```
! wB97M-V def2-TZVPD RIJCOSX def2/J DEFGRID3
* xyz 0 1
H -0.418 -1.264 -2.013
N -0.116 -0.628 -1.273
C -0.539 0.542 -1.531
N -0.447 1.587 -0.635
C -1.664 2.388 -0.444
C -2.240 3.047 -1.723
H -0.858 0.826 -2.523
H -0.118 1.297 0.276
H -2.416 1.822 0.122
H -1.400 3.200 0.231
H -1.856 2.572 -2.621
H -3.295 2.873 -1.769
H -1.939 4.085 -1.710
O 2.253 -0.486 3.220
H 1.322 -0.709 3.097
H 2.322 0.404 2.857
O 2.141 -5.415 1.480
H 2.184 -4.462 1.312
H 1.506 -5.679 0.799
*
```

These are the Mulliken partial charges, in e, on atoms 1 to 2: number 1, H, carries 0.241; number 2, N, carries -0.622



The following is a DFT calculation (ωB97M-V/def2-TZVPD) of a cluster of 2 separate species, C3H12N2O2 in total at a distorted geometry.

Max |F|: 2.69 eV/Å
Orbital gap: 6.8 eV
HOMO: -7.56 eV
SMILES: [NH3+]CC[O-].NCO
Lowest unoccupied orbital energy: -0.72 eV
Energy above the lowest of the compared OMol25 structures with the same formula, charge and spin: 362.5 kJ/mol

```
! wB97M-V def2-TZVPD RIJCOSX def2/J DEFGRID3
* xyz 0 1
N -2.787 -0.791 -0.784
C -1.763 -0.774 0.338
C -0.468 -1.499 -0.001
O 0.470 -1.400 0.970
H -3.044 -1.797 -0.978
H -2.444 -0.389 -1.636
H -3.624 -0.315 -0.464
H -2.228 -1.154 1.260
H -1.484 0.288 0.470
H -0.767 -2.579 -0.271
H -0.140 -0.974 -0.946
N 2.238 2.309 -0.798
C 1.985 1.099 -0.089
O 0.759 0.973 0.651
H 1.473 2.455 -1.486
H 2.218 3.098 -0.147
H 2.111 0.242 -0.832
H 2.788 0.993 0.702
H 0.632 -0.033 0.943
*
```

These are the Mulliken partial charges, in e, on atoms 1 to 2: number 1, N, carries -0.281; number 2, C, carries -0.572



The following is a DFT calculation (ωB97M-V/def2-TZVPD) of a cluster of 3 separate species, C3H12N2O2 in total at a distorted geometry.

Max |F|: 5.33 eV/Å
Orbital gap: 9.7 eV
HOMO: -9.35 eV
SMILES: CC/N=C\N.O.O
Lowest unoccupied orbital energy: 0.38 eV
Energy above the lowest of the compared OMol25 structures with the same formula, charge and spin: 234.9 kJ/mol

```
! wB97M-V def2-TZVPD RIJCOSX def2/J DEFGRID3
* xyz 0 1
C 1.763 0.445 -1.173
C 0.793 -0.043 0.004
N -0.531 -0.207 -0.528
C -1.415 -0.564 0.412
N -1.441 -0.193 1.739
H 1.697 -0.347 -1.882
H 1.509 1.377 -1.756
H 2.783 0.616 -0.792
H 1.277 -0.943 0.364
H 0.914 0.927 0.642
H -2.390 -0.913 0.131
H -0.513 0.178 2.007
H -1.958 -0.894 2.272
O 1.418 -1.434 2.448
H 0.480 -1.523 2.266
H 1.472 -0.420 2.700
O -2.216 1.596 -2.940
H -1.606 1.332 -2.229
H -2.035 1.009 -3.685
*
```

These are the Mulliken partial charges, in e, on atoms 1 to 2: number 1, C, carries -1.426; number 2, C, carries -0.282



The following is a DFT calculation (ωB97M-V/def2-TZVPD) of a cluster of 3 separate species, C3H12N2O2 in total at a distorted geometry.

Max |F|: 2.17 eV/Å
Orbital gap (alpha / beta): 7.4 / 4.8 eV
⟨S²⟩: 1.73
HOMO (alpha / beta): -13.91 / -13.02 eV
Lowest unoccupied orbital energy (alpha / beta): -6.55 / -8.21 eV
Energy above the lowest of the compared OMol25 structures with the same formula, charge and spin: 719.4 kJ/mol

```
! wB97M-V def2-TZVPD RIJCOSX def2/J DEFGRID3
* xyz 1 2
C 0.708 0.361 -0.079
N 1.063 -0.889 -0.673
C 0.276 -1.156 -1.852
O -0.739 2.643 -0.576
C -0.200 0.215 1.180
N -0.426 1.469 1.799
H 1.644 0.863 0.250
H 0.134 1.107 -0.650
H -0.730 -0.814 -1.622
H 0.194 -2.179 -2.208
H 0.663 -0.571 -2.681
H -0.948 3.479 -1.046
H 0.102 -0.482 1.937
H -1.129 -0.220 0.738
H -0.519 2.245 1.095
H -1.112 1.417 2.534
H 0.453 -3.276 0.980
H 0.787 -1.629 0.037
O -0.222 -2.583 0.838
*
```

These are the Mulliken partial charges, in e, on atoms 1 to 2: number 1, C, carries -0.804; number 2, N, carries -0.160



The following is a DFT calculation (ωB97M-V/def2-TZVPD) of a cluster of 3 separate species, C3H12N2O2 in total at a distorted geometry.

Max |F|: 2.23 eV/Å
Orbital gap (alpha / beta): 11.1 / 6.9 eV
⟨S²⟩: 0.79
HOMO (alpha / beta): -15.22 / -15.22 eV
Lowest unoccupied orbital energy (alpha / beta): -4.12 / -8.36 eV
Energy above the lowest of the compared OMol25 structures with the same formula, charge and spin: 120.2 kJ/mol

```
! wB97M-V def2-TZVPD RIJCOSX def2/J DEFGRID3
* xyz 1 2
C 1.778 -1.056 1.151
C 1.289 -0.870 -0.259
N -0.168 -0.671 -0.321
C -0.755 -0.420 -1.513
N -1.875 0.214 -1.510
H 1.687 -0.121 1.714
H 2.848 -1.254 1.185
H 1.262 -1.871 1.656
H 1.749 0.018 -0.706
H 1.459 -1.789 -0.833
H -0.606 -0.302 0.544
H -0.256 -0.704 -2.442
H -2.474 0.020 -2.310
H -2.582 0.405 0.422
H -2.708 0.419 1.925
O -2.132 0.711 1.220
H 0.685 3.124 -0.219
H -0.026 1.868 0.075
O 0.824 2.280 0.220
*
```

These are the Mulliken partial charges, in e, on atoms 1 to 2: number 1, C, carries -1.333; number 2, C, carries -0.326



The following is a DFT calculation (ωB97M-V/def2-TZVPD) of a cluster of 3 separate species, C3H12N2O3 in total at a distorted geometry.

Max |F|: 2.02 eV/Å
Orbital gap: 9.9 eV
HOMO: -9.41 eV
SMILES: NCCC(N)=O.O.O
Lowest unoccupied orbital energy: 0.46 eV
Energy above the lowest of the compared OMol25 structures with the same formula, charge and spin: 56.8 kJ/mol

```
! wB97M-V def2-TZVPD RIJCOSX def2/J DEFGRID3
* xyz 0 1
N 1.540 -1.525 -1.257
C 0.468 -0.803 -1.883
C 0.125 0.586 -1.206
C -0.793 0.316 -0.058
N -2.098 0.123 -0.401
O -0.433 0.404 1.113
H 2.393 -0.991 -1.248
H 1.316 -1.760 -0.286
H 0.690 -0.571 -2.924
H -0.453 -1.380 -1.909
H -0.369 1.206 -1.959
H 1.099 0.977 -0.930
H -2.833 0.152 0.275
H -2.279 0.120 -1.385
O 0.726 -1.688 2.279
H -0.211 -1.895 2.387
H 0.671 -0.738 2.453
O 0.373 2.730 2.532
H 0.640 2.157 1.804
H -0.574 2.579 2.605
*
```

These are the Mulliken partial charges, in e, on atoms 1 to 2: number 1, N, carries -0.611; number 2, C, carries -0.666



The following is a DFT calculation (ωB97M-V/def2-TZVPD) of a cluster of 3 separate species, C3H12N2O3 in total at a distorted geometry.

Max |F|: 5.47 eV/Å
Orbital gap: 9.8 eV
HOMO: -9.10 eV
SMILES: NCNCC=O.O.O
Lowest unoccupied orbital energy: 0.65 eV
Energy above the lowest of the compared OMol25 structures with the same formula, charge and spin: 335.3 kJ/mol

```
! wB97M-V def2-TZVPD RIJCOSX def2/J DEFGRID3
* xyz 0 1
N 0.480 0.099 -2.491
C -0.431 1.104 -1.557
N -0.149 0.895 -0.185
C 1.205 0.823 0.394
C 1.172 1.460 1.777
O 1.052 0.732 2.732
H 0.942 0.674 -3.093
H -0.023 -0.634 -2.902
H -1.562 1.060 -1.802
H -0.305 2.086 -1.865
H -0.661 -0.111 0.122
H 1.630 -0.245 0.403
H 1.932 1.190 -0.337
H 1.279 2.518 1.913
O -1.095 -1.530 2.242
H -1.932 -1.835 2.501
H -0.574 -1.976 2.843
O -1.202 -2.322 -0.466
H -1.186 -2.355 0.520
H -0.573 -1.636 -0.747
*
```

These are the Mulliken partial charges, in e, on atoms 1 to 2: number 1, N, carries -0.500; number 2, C, carries -0.417



The following is a DFT calculation (ωB97M-V/def2-TZVPD) of a cluster of 3 separate species, C3H12N2O3 in total at a distorted geometry.

Max |F|: 1.89 eV/Å
Orbital gap: 8.7 eV
HOMO: -8.48 eV
SMILES: NCNCC=O.O.O
Lowest unoccupied orbital energy: 0.24 eV
Energy above the lowest of the compared OMol25 structures with the same formula, charge and spin: 229.7 kJ/mol

```
! wB97M-V def2-TZVPD RIJCOSX def2/J DEFGRID3
* xyz 0 1
N 2.348 0.901 -0.279
C 1.610 -0.238 0.137
N 0.255 -0.259 -0.472
C -0.476 -1.524 -0.473
C -0.544 -1.839 -1.977
O 0.434 -2.197 -2.569
H 2.562 0.996 -1.257
H 2.101 1.777 0.150
H 1.495 -0.176 1.218
H 2.063 -1.154 -0.224
H -0.228 0.602 -0.280
H 0.077 -2.365 -0.059
H -1.486 -1.450 -0.070
H -1.538 -1.858 -2.460
O -1.050 0.338 2.687
H -1.482 1.049 3.168
H -0.857 -0.419 3.259
O -2.016 2.861 -0.258
H -1.511 2.325 -0.876
H -1.753 2.629 0.636
*
```

These are the Mulliken partial charges, in e, on atoms 1 to 2: number 1, N, carries -0.573; number 2, C, carries -0.433



The following is a DFT calculation (ωB97M-V/def2-TZVPD) of a cluster of 3 separate species, C3H12N2O3 in total at a distorted geometry.

Max |F|: 1.55 eV/Å
Orbital gap: 9.2 eV
HOMO: -9.12 eV
SMILES: NCCC(N)=O.O.O
Lowest unoccupied orbital energy: 0.05 eV
Energy above the lowest of the compared OMol25 structures with the same formula, charge and spin: 71.5 kJ/mol

```
! wB97M-V def2-TZVPD RIJCOSX def2/J DEFGRID3
* xyz 0 1
N 2.166 0.312 -0.005
C 1.679 -0.746 0.845
C 0.199 -0.620 1.344
C -0.641 -1.825 1.038
N -1.381 -1.718 -0.109
O -0.724 -2.784 1.785
H 1.466 0.560 -0.695
H 2.426 1.157 0.489
H 1.751 -1.678 0.279
H 2.280 -0.936 1.722
H -0.182 0.249 0.798
H 0.151 -0.343 2.389
H -2.002 -2.436 -0.437
H -1.590 -0.771 -0.394
O -0.373 2.662 -0.868
H 0.521 2.920 -0.624
H -0.813 3.469 -1.150
O -1.843 0.540 -2.023
H -1.961 1.438 -1.717
H -1.128 0.550 -2.664
*
```

These are the Mulliken partial charges, in e, on atoms 1 to 2: number 1, N, carries -0.631; number 2, C, carries -0.637